Entry 1:
The following is a quantum chemistry calculation of C42H90F18K2N3O30S6 as an isolated structure at a distorted geometry, from OMol25.

Positions of all 191 atoms, in Å:
K  -12.420  -1.547  -8.078
K  -7.454  1.674  -6.213
C  -12.269  2.623  -8.082
F  -11.894  3.461  -7.012
F  -13.072  1.731  -7.590
F  -13.017  3.274  -8.999
S  -10.741  1.800  -8.946
O  -9.995  2.770  -9.743
O  -9.911  1.283  -7.785
N  -11.481  0.435  -9.686
S  -11.299  0.661  -11.186
O  -12.028  1.849  -11.681
O  -9.926  0.484  -11.616
C  -12.347  -0.844  -11.928
F  -12.311  -0.822  -13.273
F  -11.816  -2.046  -11.523
F  -13.643  -0.780  -11.582
C  -14.519  3.372  -4.348
F  -15.555  4.247  -4.108
F  -14.695  2.860  -5.620
F  -13.398  3.951  -4.189
S  -14.660  1.947  -3.080
O  -13.941  0.819  -3.704
O  -14.049  2.439  -1.851
N  -16.323  1.663  -2.780
S  -16.562  0.195  -3.079
O  -16.726  -0.123  -4.485
O  -15.675  -0.711  -2.265
C  -18.435  0.007  -2.368
F  -18.730  -1.276  -2.101
F  -18.497  0.650  -1.209
F  -19.284  0.536  -3.295
C  -7.944  -1.350  -15.292
F  -8.577  -0.220  -15.412
F  -7.662  -1.688  -16.572
F  -6.832  -1.149  -14.520
S  -9.050  -2.705  -14.439
O  -9.607  -2.022  -13.231
O  -9.971  -3.070  -15.518
N  -7.984  -4.045  -14.224
S  -8.798  -4.710  -13.111
O  -8.577  -4.153  -11.786
O  -10.241  -4.987  -13.346
C  -7.864  -6.442  -13.149
F  -6.800  -6.307  -12.349
F  -8.733  -7.376  -12.609
F  -7.585  -6.814  -14.446
C  -11.794  -1.904  -4.010
O  -11.304  -2.370  -5.288
C  -9.932  -2.553  -5.453
C  -9.790  -3.550  -6.567
O  -10.386  -3.179  -7.845
C  -10.262  -4.144  -8.879
H  -11.515  -0.897  -3.698
H  -11.651  -2.769  -3.362
H  -12.882  -1.832  -3.998
H  -9.524  -2.981  -4.538
H  -9.403  -1.620  -5.649
H  -10.090  -4.528  -6.190
H  -8.705  -3.647  -6.577
H  -9.342  -4.011  -9.448
H  -11.004  -3.947  -9.654
H  -10.323  -5.181  -8.547
C  -13.696  -4.871  -10.319
O  -13.626  -3.942  -9.213
C  -14.500  -4.286  -8.141
C  -15.674  -3.246  -7.981
O  -14.993  -2.074  -7.723
C  -15.610  -0.805  -7.762
H  -14.692  -4.952  -10.756
H  -13.256  -5.827  -10.035
H  -13.086  -4.510  -11.147
H  -13.836  -4.349  -7.279
H  -14.970  -5.264  -8.246
H  -16.247  -3.456  -7.078
H  -16.301  -3.122  -8.864
H  -16.525  -0.914  -7.180
H  -15.949  -0.547  -8.765
H  -15.084  0.043  -7.324
C  -7.936  -1.414  -9.162
O  -7.488  -0.760  -7.973
C  -6.456  -1.341  -7.171
C  -5.050  -0.953  -7.623
O  -5.062  0.491  -7.498
C  -3.819  1.120  -7.746
H  -8.874  -0.914  -9.404
H  -7.958  -2.500  -9.076
H  -7.157  -1.209  -9.897
H  -6.592  -2.419  -7.254
H  -6.438  -1.116  -6.104
H  -4.886  -1.271  -8.653
H  -4.349  -1.460  -6.959
H  -3.230  0.690  -8.556
H  -3.170  1.062  -6.872
H  -3.918  2.163  -8.047
C  -8.115  5.179  -6.925
O  -8.200  4.324  -5.692
C  -8.559  5.046  -4.546
C  -10.079  5.397  -4.389
O  -10.214  6.743  -4.892
C  -11.492  7.319  -4.543
H  -7.240  5.819  -6.813
H  -9.043  5.727  -7.086
H  -8.085  4.410  -7.697
H  -8.041  5.974  -4.301
H  -8.246  4.555  -3.625
H  -10.371  5.472  -3.341
H  -10.723  4.738  -4.972
H  -12.359  6.851  -5.010
H  -11.315  8.335  -4.897
H  -11.625  7.341  -3.462
C  -15.160  2.356  -11.014
O  -16.538  2.518  -11.446
C  -17.315  3.257  -10.431
C  -17.983  2.320  -9.331
O  -19.025  1.372  -9.673
C  -18.496  0.198  -10.326
H  -14.679  1.655  -11.697
H  -15.034  1.920  -10.023
H  -14.544  3.250  -11.108
H  -18.118  3.797  -10.933
H  -16.638  3.985  -9.983
H  -18.553  3.063  -8.772
H  -17.225  2.003  -8.615
H  -17.827  0.405  -11.160
H  -19.405  -0.259  -10.718
H  -18.110  -0.484  -9.568
C  -16.419  7.012  -10.643
O  -16.398  6.260  -11.931
C  -15.551  6.964  -12.896
C  -14.288  6.171  -13.297
O  -13.555  6.020  -12.089
C  -12.275  5.526  -12.292
H  -16.790  6.461  -9.779
H  -17.141  7.829  -10.639
H  -15.564  7.481  -10.156
H  -15.487  8.047  -12.783
H  -16.171  6.956  -13.793
H  -13.715  6.531  -14.152
H  -14.651  5.175  -13.550
H  -11.702  5.648  -13.211
H  -12.234  4.437  -12.322
H  -11.768  5.971  -11.435
C  -12.051  6.343  -8.483
O  -11.335  7.508  -8.915
C  -12.166  8.679  -8.934
C  -11.676  9.859  -9.834
O  -11.496  9.567  -11.228
C  -10.401  8.817  -11.687
H  -12.414  6.518  -7.470
H  -11.428  5.458  -8.614
H  -12.842  6.103  -9.193
H  -12.465  9.040  -7.950
H  -13.120  8.403  -9.383
H  -10.679  10.198  -9.552
H  -12.324  10.721  -9.680
H  -10.402  7.807  -11.278
H  -9.415  9.274  -11.596
H  -10.544  8.635  -12.753
C  -18.939  -7.581  -9.981
O  -18.941  -6.164  -10.427
C  -17.955  -5.965  -11.424
C  -17.812  -4.472  -11.696
O  -16.612  -4.165  -12.357
C  -16.254  -2.793  -12.501
H  -19.637  -8.007  -10.702
H  -19.463  -7.805  -9.053
H  -17.996  -8.126  -9.944
H  -18.084  -6.567  -12.324
H  -17.075  -6.233  -10.840
H  -17.861  -3.804  -10.836
H  -18.682  -4.190  -12.290
H  -15.222  -2.560  -12.765
H  -16.558  -2.287  -11.585
H  -16.846  -2.377  -13.316
C  -8.406  2.962  -14.406
O  -7.684  3.733  -13.505
C  -8.318  4.018  -12.217
C  -7.832  5.308  -11.501
O  -6.425  5.508  -11.768
C  -5.862  6.617  -11.099
H  -8.384  1.905  -14.138
H  -7.962  3.069  -15.396
H  -9.409  3.382  -14.477
H  -8.283  3.072  -11.678
H  -9.372  4.121  -12.473
H  -8.011  5.397  -10.430
H  -8.410  6.134  -11.916
H  -5.802  6.404  -10.032
H  -6.435  7.531  -11.258
H  -4.896  6.804  -11.568

Values from the calculation:
* LUMO level (alpha / beta): -1.0 / -5.9 eV
* charge: 0
* spin multiplicity: 2
* HOMO level (alpha / beta): -8.3 / -8.3 eV

---

Entry 2:
The following is a quantum chemistry calculation of a single CH2BF3 molecule at a distorted geometry, from OMol25.

Positions of all 7 atoms, in Å:
F  -0.378  -1.265  1.299
B  -0.094  -0.131  0.802
C  0.968  0.077  -0.412
F  2.195  0.151  0.059
F  0.664  1.204  -1.062
H  -0.618  0.726  1.196
H  0.916  -0.677  -1.154

Values from the calculation:
* energy above the lowest of the compared OMol25 structures with the same formula, charge and spin: 0.0 kcal per mole
* LUMO level: 0.5 eV
* charge: 0
* SMILES: FBC(F)F
* HOMO level: -11.1 eV

---

Entry 3:
The following is a quantum chemistry calculation of a 2-piece molecular cluster, C5H9NO overall, from OMol25.

Positions of all 16 atoms, in Å:
N  -1.426  1.819  1.428
C  -0.879  1.030  0.621
C  0.228  1.407  -0.310
C  1.200  0.245  -0.476
C  0.397  -0.967  -0.927
C  -0.925  -1.259  -0.265
O  -1.389  -0.285  0.504
H  -2.187  1.358  1.932
H  -0.215  1.654  -1.285
H  0.692  2.312  0.082
H  1.714  0.035  0.471
H  1.973  0.498  -1.209
H  0.027  -0.832  -1.954
H  1.001  -1.883  -0.960
H  0.190  -2.581  1.407
H  -0.402  -2.551  0.942

Values from the calculation:
* energy above the lowest of the compared OMol25 structures with the same formula, charge and spin: 106.0 kcal per mole
* LUMO level: 0.5 eV
* charge: 0
* HOMO level: -8.4 eV

---

Entry 4:
The following is a quantum chemistry calculation of a single CH4N2 molecule at a distorted geometry, from OMol25.

Positions of all 7 atoms, in Å:
C  -0.948  0.191  0.432
N  -0.390  0.087  -0.657
N  0.828  -0.461  -0.613
H  -1.940  0.701  0.487
H  -0.335  -0.166  1.232
H  1.321  -0.344  0.349
H  1.464  -0.008  -1.230

Values from the calculation:
* energy above the lowest of the compared OMol25 structures with the same formula, charge and spin: 62.2 kcal per mole
* LUMO level: 1.2 eV
* charge: 0
* SMILES: C=NN
* HOMO level: -9.4 eV

---

Entry 5:
The following is a quantum chemistry calculation of C43H42As2N7O6Rb as an isolated structure, from OMol25.

Positions of all 101 atoms, in Å:
Rb  -0.006  -0.495  -1.927
O  -1.528  -0.106  0.460
C  -2.229  0.759  1.092
C  -2.479  0.622  2.493
C  -3.191  1.555  3.220
C  -3.709  2.695  2.606
C  -3.507  2.845  1.242
C  -2.809  1.921  0.464
C  -2.770  2.196  -0.974
N  -2.317  1.428  -1.885
N  -2.511  1.927  -3.169
C  -2.386  0.999  -4.095
O  -2.138  -0.237  -3.972
C  -2.592  1.524  -5.501
C  -2.876  2.862  -5.769
C  -3.059  3.298  -7.072
C  -2.961  2.403  -8.133
C  -2.676  1.069  -7.874
C  -2.493  0.635  -6.567
H  -2.081  -0.262  2.979
H  -3.341  1.396  4.284
H  -4.261  3.436  3.172
H  -3.914  3.719  0.739
H  -3.243  3.138  -1.284
H  -2.949  3.541  -4.930
H  -3.278  4.342  -7.266
H  -3.103  2.745  -9.152
H  -2.594  0.365  -8.694
H  -2.268  -0.397  -6.334
C  1.908  -0.748  2.136
C  1.191  0.596  2.281
As  1.444  1.752  0.701
C  3.356  2.116  0.999
C  3.851  2.564  2.223
C  5.206  2.802  2.397
C  6.088  2.594  1.342
C  5.605  2.153  0.120
C  4.245  1.917  -0.052
C  0.825  3.434  1.517
C  -0.254  3.484  2.394
C  -0.700  4.700  2.900
C  -0.081  5.885  2.531
C  0.987  5.849  1.642
C  1.430  4.634  1.141
As  0.880  -2.112  1.139
C  -0.483  -2.500  2.505
C  -0.293  -2.411  3.881
C  -1.333  -2.674  4.764
C  -2.581  -3.044  4.279
C  -2.782  -3.143  2.909
C  -1.742  -2.863  2.033
C  2.114  -3.581  1.589
C  3.406  -3.524  1.059
C  4.310  -4.549  1.304
C  3.941  -5.651  2.064
C  2.655  -5.723  2.578
C  1.749  -4.696  2.341
H  2.156  -1.160  3.116
H  2.845  -0.652  1.581
H  1.565  1.139  3.152
H  0.116  0.461  2.409
H  3.166  2.743  3.045
H  5.575  3.148  3.356
H  7.148  2.771  1.478
H  6.286  1.972  -0.703
H  3.870  1.553  -1.000
H  -0.777  2.580  2.679
H  -1.551  4.709  3.570
H  -0.433  6.832  2.923
H  1.474  6.767  1.336
H  2.268  4.617  0.451
H  0.676  -2.130  4.277
H  -1.170  -2.586  5.832
H  -3.396  -3.241  4.965
H  -3.758  -3.411  2.520
H  -1.909  -2.886  0.963
H  3.709  -2.690  0.434
H  5.306  -4.484  0.881
H  4.649  -6.452  2.248
H  2.350  -6.583  3.165
H  0.748  -4.768  2.749
N  -3.482  -1.151  -1.500
N  -3.714  -2.520  -1.318
C  -2.836  -3.514  -1.479
N  -3.298  -4.769  -1.242
N  -1.597  -3.158  -1.808
N  -0.690  -4.124  -2.108
O  -0.962  -5.339  -2.104
O  0.414  -3.716  -2.396
H  -3.089  -0.973  -2.431
H  -2.807  -0.814  -0.803
H  -4.630  -2.755  -0.976
H  -4.290  -4.916  -1.297
H  -2.666  -5.500  -1.541
C  3.945  0.013  -3.398
O  2.903  -0.083  -2.451
C  3.200  -0.912  -1.240
O  4.338  -1.338  -1.235
H  3.582  0.620  -4.230
H  4.249  -0.970  -3.769
H  4.841  0.485  -2.974

Values from the calculation:
* energy above the lowest of the compared OMol25 structures with the same formula, charge and spin: 34.4 kcal per mole
* LUMO level: 3.7 eV
* charge: -2
* HOMO level: -1.8 eV

---

Entry 6:
The following is a quantum chemistry calculation of a single C18H23N3O5S molecule, from OMol25.

Positions of all 50 atoms, in Å:
C  -7.043  -1.263  0.837
O  -5.922  -1.084  1.670
C  -4.984  -2.136  1.628
C  -4.146  -2.132  0.347
N  -3.595  -0.810  0.177
C  -2.726  -0.508  -0.807
S  -2.129  -1.732  -1.763
N  -2.380  0.789  -0.985
C  -2.848  1.840  -0.106
C  -2.192  1.818  1.297
O  -1.833  3.096  1.731
C  -1.319  1.127  -1.919
C  0.044  1.091  -1.276
C  0.822  -0.017  -1.309
C  2.098  -0.060  -0.675
C  2.910  -1.197  -0.673
C  4.139  -1.188  -0.049
C  4.599  -0.009  0.574
C  3.795  1.117  0.602
C  2.546  1.100  -0.010
N  1.731  2.199  0.005
C  0.491  2.287  -0.578
O  -0.151  3.329  -0.474
O  5.829  0.068  1.157
C  6.690  -1.002  0.823
C  5.934  -2.326  0.894
O  4.886  -2.336  -0.050
H  -7.544  -2.214  1.051
H  -6.776  -1.233  -0.225
H  -7.720  -0.440  1.058
H  -4.333  -1.969  2.490
H  -5.483  -3.108  1.739
H  -3.332  -2.859  0.426
H  -4.753  -2.413  -0.524
H  -4.091  -0.085  0.674
H  -2.585  2.791  -0.572
H  -3.940  1.806  -0.030
H  -1.313  1.152  1.260
H  -2.877  1.428  2.055
H  -1.234  3.478  1.064
H  -1.513  2.131  -2.304
H  -1.356  0.403  -2.736
H  0.472  -0.903  -1.818
H  2.576  -2.101  -1.157
H  4.161  2.002  1.098
H  2.052  3.031  0.488
H  7.511  -0.972  1.540
H  7.081  -0.860  -0.193
H  6.582  -3.167  0.645
H  5.528  -2.459  1.906

Values from the calculation:
* energy above the lowest of the compared OMol25 structures with the same formula, charge and spin: 34.4 kcal per mole
* LUMO level: 0.2 eV
* charge: 0
* SMILES: COCCNC(=S)N(CCO)Cc1cc2cc3c(cc2[nH]c1=O)OCCO3
* HOMO level: -7.9 eV

---

Among the records above, which one has the lowest charge? C43H42As2N7O6Rb

---

The lowest charge belongs to which entry? C43H42As2N7O6Rb

---

What is the formula in the sixth record? C18H23N3O5S

---

Which of these has the lowest charge? C43H42As2N7O6Rb